{"formula": "C8H10N2O2", "method": "ωB97M-V/def2-TZVPD", "elements": ["O", "O", "N", "N", "C", "C", "C", "C", "C", "C", "C", "C", "H", "H", "H", "H", "H", "H", "H", "H", "H", "H"], "positions_angstrom": [[2.16591, 1.84750, 1.36498], [1.98569, 1.10983, -1.31673], [0.47464, -1.69420, 1.04624], [2.22869, -0.91323, -0.28727], [-1.67718, 1.44443, -0.27127], [-2.81465, 1.05782, 0.26098], [0.07164, -0.20001, -0.84153], [1.80436, -1.38696, 0.81828], [1.14187, 1.44680, 1.70034], [-0.98803, 0.67299, -1.41117], [1.33812, 0.06326, -0.94387], [-0.39956, -1.40457, -0.08722], [-1.12445, 2.28853, 0.11049], [-3.22745, 1.71746, 1.07588], [-3.16378, 0.10431, -0.16759], [-0.24919, 1.30726, -2.03205], [-1.36294, -1.11470, 0.25914], [3.28135, -0.78233, -0.38964], [-1.76633, -0.05900, -1.87121], [-0.51090, -2.28314, -0.67490], [0.22966, -1.65446, 2.06992], [2.56253, -1.56757, 1.58821]], "mulliken_charge": [-0.147, -0.804, -0.061, 0.044, -0.074, -0.762, 0.452, -0.306, 0.140, -0.995, 0.079, -0.694, 0.356, 0.256, 0.269, 0.298, 0.436, 0.373, 0.293, 0.168, 0.333, 0.345], "e_homo_ev": -7.1, "lumo_energy_ev": 0.29, "fmax_ev_per_a": 5.4, "e_above_lowest_kcal_mol": 96.25, "homo_lumo_gap_ev": 7.42, "multiplicity": 1}

***

{"formula": "C8H10N2O3", "method": "ωB97M-V/def2-TZVPD", "elements": ["O", "O", "O", "N", "N", "C", "C", "C", "C", "C", "C", "C", "C", "H", "H", "H", "H", "H", "H", "H", "H", "H", "H"], "positions_angstrom": [[-2.75323, 1.45432, 1.08767], [2.93654, 0.74802, -0.72947], [2.11897, -1.38189, -0.24586], [-3.08300, -1.49121, -1.33885], [-3.38472, -0.53969, -0.15988], [-0.89990, 0.28413, 0.11243], [-0.47825, 1.64512, -0.18014], [1.12820, -0.37833, -0.33646], [-2.51023, 0.43880, 0.41843], [0.80244, 2.03130, -0.81884], [1.66652, 0.87776, -0.74343], [2.76639, -1.13847, 1.09679], [-0.08791, -0.69117, 0.04086], [-0.45302, -1.54118, 0.54942], [-2.23468, -1.10822, -1.83592], [3.16206, -2.23581, 1.67074], [1.77665, -0.91877, 1.78823], [3.48586, -0.44311, 1.04086], [1.22298, 2.98097, -0.93079], [-2.87246, -2.33981, -0.65224], [3.43492, 1.73360, -0.19750], [-4.28448, -0.35721, -0.04377], [-1.45965, 2.37084, 0.40772]], "mulliken_charge": [-0.634, -0.558, -0.506, -0.598, -0.084, 0.278, -0.473, 0.705, 0.225, -1.001, 0.524, -0.606, -0.455, 0.471, 0.342, 0.213, 0.256, 0.264, 0.417, 0.301, 0.408, 0.219, 0.293], "e_homo_ev": -8.1, "lumo_energy_ev": -0.10, "fmax_ev_per_a": 11.2, "e_above_lowest_kcal_mol": 213.33, "homo_lumo_gap_ev": 8.04, "multiplicity": 1}

***

{"formula": "C8H10N2P", "method": "ωB97M-V/def2-TZVPD", "elements": ["P", "N", "N", "C", "C", "C", "C", "C", "C", "C", "C", "H", "H", "H", "H", "H", "H", "H", "H", "H", "H"], "positions_angstrom": [[4.00378, -0.37819, -0.86815], [-0.84530, -0.59088, -0.25794], [0.23834, 0.86500, 1.09434], [-3.13882, -0.42827, -0.87267], [3.53485, 0.44444, 0.64720], [-3.26500, 0.69583, -0.07920], [-1.94578, -1.12854, -0.86826], [1.10071, -0.06016, 0.66901], [-0.95589, 0.59783, 0.58124], [0.51157, -0.97961, -0.15442], [-2.21052, 1.23408, 0.65859], [2.76663, -0.57660, -1.44402], [0.36953, 1.41185, 1.89470], [3.97925, 0.20653, 1.52377], [4.10290, -1.76572, -0.24477], [-2.35965, 2.16575, 1.14523], [-1.88833, -1.93568, -1.54030], [-3.96200, -0.74581, -1.48399], [-4.20782, 1.19679, -0.21663], [0.91027, -1.73168, -0.71194], [3.26126, 1.50301, 0.52821]], "mulliken_charge": [0.012, 0.200, 0.028, -0.523, -0.479, -0.143, -0.087, -0.190, 0.459, -0.703, -0.851, 0.047, 0.270, 0.389, 0.097, 0.398, 0.366, 0.372, 0.394, 0.567, 0.376], "charge": 1, "e_homo_ev": [-12.4, -12.4], "lumo_energy_ev": [-4.46, -4.46], "fmax_ev_per_a": 5.5, "e_above_lowest_kcal_mol": 82.47, "homo_lumo_gap_ev": [7.92, 7.92], "multiplicity": 1}

***

{"formula": "C8H10N2RhS", "method": "ωB97M-V/def2-TZVPD", "elements": ["Rh", "S", "N", "N", "C", "C", "C", "C", "C", "C", "C", "C", "H", "H", "H", "H", "H", "H", "H", "H", "H", "H"], "positions_angstrom": [[-0.64968, 0.25275, -0.06366], [1.02936, -2.27053, 0.64074], [1.42347, -0.65419, 0.03377], [3.54150, -3.48304, 1.28920], [-1.24469, 1.22289, -1.69550], [-2.65482, 0.32353, -0.07913], [0.73332, 1.17605, 1.36054], [1.96259, 0.35020, 1.01759], [-1.30072, -0.20275, -1.89541], [2.56526, -2.88548, 1.00719], [-2.07860, 1.54667, -0.56692], [-2.17356, -0.75460, -0.89615], [-2.43684, -1.80567, -0.79854], [2.74212, 0.89076, 0.47140], [-0.80114, -0.74883, -2.69310], [0.40180, 0.98060, 2.39029], [-2.26243, 2.54531, -0.16933], [-3.35242, 0.23395, 0.75098], [1.99057, -0.73667, -0.81316], [-0.69392, 1.93749, -2.30347], [0.84807, 2.24151, 1.12964], [2.41075, -0.15996, 1.88303]], "mulliken_charge": [0.371, -0.227, -0.138, -0.661, -0.457, -0.533, -0.702, -0.351, -0.636, 0.189, -0.722, -0.536, 0.425, 0.299, 0.448, 0.334, 0.421, 0.389, 0.180, 0.380, 0.317, 0.206], "charge": -1, "e_homo_ev": [-0.2, -4.5], "lumo_energy_ev": [3.62, 1.53], "fmax_ev_per_a": 8.3, "e_above_lowest_kcal_mol": 82.96, "homo_lumo_gap_ev": [3.86, 6.08], "s_squared": 6.02, "multiplicity": 5}

***

Number 3 is which compound?
C8H10N2P